Molecular formula: C4H4FNO2
Method: DFT, wB97M-V/def2-TZVPD

Positions of all 12 atoms, in Å:
C 0.121 -0.981 1.093
C -0.063 0.134 0.198
C 0.487 1.475 -1.406
C -1.135 0.859 -0.223
H 1.196 -2.294 0.191
H -0.760 -1.051 1.717
H 0.955 -0.794 1.786
H 1.167 1.928 -2.108
N -0.787 1.696 -1.260
O 0.222 -2.241 0.402
O 0.980 0.540 -0.580
F -2.382 0.728 0.190

Properties
DFT total energy = -459.8923 hartree
maximum force = 0.044 hartree/bohr
HOMO energy = -0.3466 Eh
ΔE to the lowest compared entry with this formula, charge and spin = 0.173 eV
2S+1 = 1
structure (SMILES) = OCc1ocnc1F
total charge = 0

---

Molecular formula: C35H38As2NO14PbS3
Method: DFT, wB97M-V/def2-TZVPD

Positions of all 94 atoms, in Å:
Pb 1.617 0.589 -0.722
O 2.877 3.327 2.287
C 2.102 2.376 2.145
O 1.051 2.348 1.431
C 2.456 1.081 2.910
C 1.374 0.010 2.818
C 1.623 -1.117 3.824
C 2.799 -1.879 3.161
C 3.047 -1.022 1.920
O 1.694 -0.642 1.562
C 3.693 0.316 2.328
C 4.390 1.012 1.160
O 5.511 1.464 1.298
O 3.730 1.041 0.036
H 2.647 1.374 3.943
H 0.360 0.394 2.785
H 1.870 -0.724 4.811
H 0.739 -1.747 3.921
H 3.684 -1.948 3.792
H 2.505 -2.888 2.870
H 3.505 -1.523 1.071
H 4.451 0.162 3.094
S 2.542 2.107 -3.337
C 2.714 3.447 -2.344
N 3.321 3.478 -1.178
C 3.401 4.756 -0.483
C 2.231 5.568 -1.015
S 2.062 5.033 -2.746
H 3.721 2.620 -0.764
H 4.357 5.234 -0.718
H 3.314 4.577 0.590
H 2.409 6.640 -0.970
H 1.313 5.314 -0.485
C -5.719 2.220 4.438
O -5.077 1.740 3.255
C -4.288 2.641 2.642
O -4.100 3.752 3.071
C -3.605 2.071 1.445
C -4.315 1.557 0.439
As -3.656 0.455 -1.102
C -4.658 1.339 -2.535
C -1.963 1.388 -0.965
C -1.463 1.053 0.243
As -1.569 2.271 1.781
C -1.520 4.090 1.079
C -1.539 -0.358 0.747
O -1.991 -0.714 1.808
O -0.927 -1.174 -0.125
C -0.796 -2.542 0.288
C -1.453 2.602 -1.650
O -0.386 3.095 -1.389
O -2.236 3.009 -2.667
C -1.695 4.024 -3.525
C -5.803 1.573 0.438
O -6.486 0.660 0.039
O -6.322 2.735 0.872
C -7.749 2.765 0.944
H -6.282 1.378 4.830
H -6.385 3.050 4.199
H -4.981 2.560 5.162
H -5.673 0.947 -2.491
H -4.203 1.068 -3.486
H -4.656 2.420 -2.434
H -2.137 4.242 0.198
H -0.475 4.302 0.869
H -1.894 4.712 1.891
H -0.230 -3.023 -0.503
H -1.784 -2.986 0.411
H -0.247 -2.587 1.227
H -2.479 4.761 -3.686
H -1.419 3.558 -4.470
H -0.818 4.482 -3.076
H -8.004 3.758 1.303
H -8.109 2.003 1.634
H -8.186 2.588 -0.037
C 2.824 -10.583 -3.811
C 2.660 -9.143 -3.381
O 1.609 -8.565 -3.403
S 4.199 -8.408 -2.855
C 3.699 -6.750 -2.492
C 3.137 -6.442 -1.259
C 2.776 -5.139 -0.970
C 2.976 -4.115 -1.903
C 3.544 -4.440 -3.139
C 3.900 -5.745 -3.431
C 2.618 -2.765 -1.590
C 2.321 -1.619 -1.296
H 2.032 -11.176 -3.356
H 3.798 -10.986 -3.541
H 2.705 -10.629 -4.894
H 2.985 -7.226 -0.528
H 2.341 -4.892 -0.010
H 3.703 -3.653 -3.863
H 4.339 -5.989 -4.390

Properties
DFT total energy = -8323.6499 hartree
maximum force = 0.006 hartree/bohr
HOMO energy = -0.2084 Eh
ΔE to the lowest compared entry with this formula, charge and spin = 0.349 eV
2S+1 = 1
total charge = -1

---

Molecular formula: C20H22FeO9
Method: DFT, wB97M-V/def2-TZVPD

Positions of all 52 atoms, in Å:
C -0.793 4.345 3.610
C -0.021 3.095 3.922
O 0.594 2.664 2.696
C 0.892 1.356 2.619
C 1.466 1.035 1.323
C 2.635 0.180 1.369
O 3.378 0.137 2.338
O 2.829 -0.525 0.226
C 3.960 -1.422 0.253
C 4.478 -1.613 -1.148
C 0.809 1.592 0.162
O -0.317 2.082 0.184
O 1.534 1.443 -0.964
C 0.815 1.806 -2.163
C 1.671 1.375 -3.321
O 0.645 0.524 3.479
H -1.265 4.707 4.525
H -0.137 5.126 3.215
H -1.574 4.141 2.869
H 0.769 3.290 4.657
H -0.681 2.303 4.291
H 4.734 -0.977 0.883
H 3.636 -2.372 0.693
H 5.238 -2.400 -1.139
H 3.690 -1.894 -1.856
H 4.948 -0.687 -1.502
H -0.156 1.292 -2.183
H 0.648 2.891 -2.156
H 1.170 1.630 -4.260
H 2.644 1.878 -3.292
H 1.845 0.292 -3.295
O -5.467 -3.254 -1.260
C -4.458 -2.718 -1.046
Fe -2.881 -2.218 -0.447
C -3.663 -2.218 1.141
O -4.343 -2.473 2.050
C -2.530 -3.958 -0.251
O -2.574 -5.104 -0.060
C -1.115 -1.283 0.232
C -0.272 -1.662 -0.850
C -0.785 -1.986 -2.067
C -2.193 -1.930 -2.329
C -2.958 -0.742 -2.089
C -2.669 0.165 -1.084
C -2.153 -0.325 0.127
H -0.783 -1.525 1.254
H 0.797 -1.808 -0.635
H -0.135 -2.425 -2.835
H -2.607 -2.656 -3.050
H -3.770 -0.524 -2.788
H -3.076 1.179 -1.102
H -2.450 0.171 1.056

Properties
DFT total energy = -2715.9741 hartree
maximum force = 0.092 hartree/bohr
HOMO energy (alpha / beta) = -0.2266 / -0.3108 Eh
2S+1 = 5
<S²> = 6.142
total charge = 0

---

Molecular formula: C3H7NO2
Method: DFT, wB97M-V/def2-TZVPD

Positions of all 13 atoms, in Å:
C 0.289 -0.339 -0.063
C 1.086 0.950 0.051
O 1.990 1.042 -1.059
C -1.236 -0.125 0.083
N -1.945 -1.267 0.261
O -1.725 0.972 0.018
H 0.547 -1.100 0.674
H 0.414 -0.714 -1.077
H 0.377 1.779 0.027
H 1.649 0.972 0.983
H 2.897 1.206 -0.744
H -2.911 -1.244 0.551
H -1.433 -2.133 0.294

Properties
DFT total energy = -323.7515 hartree
maximum force = 0.021 hartree/bohr
HOMO energy = -0.3579 Eh
ΔE to the lowest compared entry with this formula, charge and spin = 0.803 eV
2S+1 = 1
structure (SMILES) = NC(=O)CCO
total charge = 0

---

Molecular formula: C17H17ClCoINO
Method: DFT, wB97M-V/def2-TZVPD

Positions of all 39 atoms, in Å:
C 1.355 -1.785 -1.680
C -1.574 -1.513 -1.877
C 0.976 -2.575 -0.504
H 2.412 -1.872 -1.856
C -1.732 -1.867 -0.577
H -2.072 -0.615 -2.245
H 1.743 -2.622 0.275
H -2.306 -1.232 0.111
C 0.032 -3.703 -0.531
H 0.378 -4.422 0.225
H -0.037 -4.310 -1.448
C 0.652 -2.061 -3.031
H 1.192 -2.898 -3.504
H 0.775 -1.182 -3.694
C -0.867 -2.325 -2.923
H -1.040 -3.415 -2.915
H -1.270 -1.986 -3.892
C -1.384 -3.241 -0.073
H -2.108 -4.035 -0.327
H -1.348 -3.186 1.022
Co -0.035 -0.332 0.023
H 1.062 -0.721 -1.554
Cl 0.098 5.909 3.333
C -0.353 4.368 2.712
C -1.621 3.856 3.013
C -2.000 2.566 2.596
I -3.881 1.867 2.931
C -1.020 1.726 1.908
O -1.209 0.567 1.418
C 0.245 2.312 1.562
N 0.987 1.599 0.672
C 2.265 1.930 0.501
C 2.723 3.223 0.836
C 1.876 4.086 1.515
C 0.610 3.638 1.935
H -2.317 4.461 3.581
H 2.924 1.144 0.116
H 3.721 3.547 0.557
H 2.148 5.095 1.791

Properties
DFT total energy = -2928.5314 hartree
maximum force = 0.057 hartree/bohr
HOMO energy (alpha / beta) = -0.2573 / -0.2577 Eh
2S+1 = 4
<S²> = 3.778
total charge = 0

---

2S+1 of number 3 (C20H22FeO9)?
5

---

Among the records above, which one has the lowest DFT total energy?
C35H38As2NO14PbS3